(1)
Entry from the OMol25 dataset: an isolated molecule of C3H3N5 (ωB97M-V/def2-TZVPD).

The calculation puts the lowest unoccupied orbital energy at -1.5 eV. The total energy is -10604.3550 eV. Its relative energy (zero: lowest compared OMol25 entry of this formula, charge and spin) is 4.512 eV. The SMILES is N=c1nnccnn1. Its net charge is 0. As for the maximum force: 7.0 eV Å⁻¹. The orbital gap is 8.1 eV.

Geometry as XYZ:
```
11
C3H3N5 (ωB97M-V/def2-TZVPD)
N -1.83 -1.50 -0.41
C -0.63 -1.03 -0.52
N 0.46 -1.42 0.15
N 1.12 -0.63 0.91
C 0.96 0.75 0.85
C 0.27 1.49 -0.09
N -0.04 1.10 -1.29
N -0.36 -0.02 -1.43
H -1.70 -2.53 0.14
H 1.46 1.22 1.73
H 0.29 2.58 -0.03
```

***

(2)
Entry from the OMol25 dataset: a structure of composition C6H3N4O2 (ωB97M-V/def2-TZVPD).

The calculation puts the lowest unoccupied orbital energy at 3.3 eV. The total energy is -16323.3177 eV. Its relative energy (zero: lowest compared OMol25 entry of this formula, charge and spin) is 1.117 eV. Its net charge is -1. As for the maximum force: 4.7 eV Å⁻¹. The orbital gap is 8.8 eV.

Geometry as XYZ:
```
15
C6H3N4O2 (ωB97M-V/def2-TZVPD)
C -3.48 0.56 -0.63
C 3.32 -0.44 -0.56
C -0.84 -0.07 0.44
C 0.02 -1.14 0.69
C 0.03 1.00 0.08
C 1.12 -0.04 0.49
N -3.98 0.67 -1.67
N 4.47 -0.67 -0.31
N -2.91 0.29 0.48
N 1.99 -0.49 -0.60
O 0.01 -2.31 0.98
O 0.02 2.07 -0.53
H 1.76 0.17 1.42
H -3.06 0.91 1.22
H 1.54 -0.51 -1.50
```

***

(3)
Entry from the OMol25 dataset: a cluster of 2 separate species, C3H11ClN2Si in total (ωB97M-V/def2-TZVPD).

The calculation puts the lowest unoccupied orbital energy at 0.8 eV. The total energy is -26668.0301 eV. Its relative energy (zero: lowest compared OMol25 entry of this formula, charge and spin) is 4.387 eV. Its net charge is 0. As for the maximum force: 3.9 eV Å⁻¹. The orbital gap is 8.6 eV.

Geometry as XYZ:
```
18
C3H11ClN2Si (ωB97M-V/def2-TZVPD)
C -0.55 0.61 3.08
C -0.18 -1.60 -1.54
C 1.93 0.44 -2.52
N -1.77 1.01 2.70
N -2.74 0.29 2.24
Si 0.81 -0.06 -1.09
Cl -0.60 1.32 -0.61
H 0.22 1.26 3.06
H -0.28 -0.49 3.01
H 1.59 -0.34 0.35
H -0.66 -1.97 -0.64
H -0.84 -1.40 -2.32
H 0.47 -2.37 -2.09
H 2.69 1.19 -2.30
H 2.51 -0.36 -3.03
H 1.45 1.07 -3.25
H -1.79 2.01 2.73
H -2.28 -0.62 2.24
```

***

(4)
Entry from the OMol25 dataset: a structure of composition C46H52AsIrN5O2P (ωB97M-V/def2-TZVPD).

The calculation puts the lowest unoccupied orbital energy (spin up / spin down) at -7.5 / -10.3 eV. Its multiplicity is 6. The total energy is -133029.4502 eV. Its relative energy (zero: lowest compared OMol25 entry of this formula, charge and spin) is 1.402 eV. Its net charge is +3. As for the maximum force: 1.0 eV Å⁻¹. The orbital gap (spin up / spin down) is 4.7 / 5.7 eV.

Geometry as XYZ:
```
108
C46H52AsIrN5O2P (ωB97M-V/def2-TZVPD)
Ir -0.38 -0.26 -0.63
C -2.17 -2.89 1.15
C -3.29 -1.95 0.71
C -3.54 -2.00 -0.79
C -3.11 -0.51 1.23
C -3.39 -0.41 2.73
O -2.36 0.47 3.21
C -1.49 0.69 2.23
N -1.76 0.12 1.10
C -0.41 1.62 2.60
C -0.50 2.17 3.89
C 0.39 3.13 4.33
C 1.39 3.58 3.48
C 1.50 3.03 2.21
C 0.63 2.04 1.76
P 1.03 1.43 0.09
C 1.04 2.96 -0.88
C 2.21 3.56 -1.33
C 2.14 4.76 -2.04
C 0.92 5.36 -2.27
C -0.25 4.77 -1.80
C -0.18 3.57 -1.12
C 2.73 0.85 0.21
C 3.33 0.57 1.43
C 4.62 0.07 1.48
C 5.33 -0.16 0.31
C 4.74 0.11 -0.92
C 3.45 0.61 -0.97
H -2.48 -3.93 1.01
H -1.92 -2.78 2.20
H -1.26 -2.74 0.56
H -4.22 -2.29 1.20
H -2.69 -1.61 -1.35
H -4.43 -1.43 -1.06
H -3.72 -3.03 -1.11
H -3.82 0.12 0.68
H -3.30 -1.36 3.25
H -4.35 0.04 2.96
H -1.30 1.86 4.55
H 0.29 3.54 5.32
H 2.09 4.34 3.80
H 2.29 3.38 1.56
H 3.18 3.11 -1.13
H 3.05 5.22 -2.39
H 0.87 6.29 -2.82
H -1.20 5.26 -1.97
H -1.08 3.09 -0.74
H 2.80 0.76 2.36
H 5.08 -0.13 2.44
H 6.34 -0.54 0.35
H 5.29 -0.05 -1.83
H 3.01 0.83 -1.93
N 3.81 -3.80 8.60
C 3.50 -3.58 7.50
C 3.12 -3.31 6.20
C 2.33 -2.10 5.91
C 1.96 -1.82 4.65
C 2.35 -2.70 3.57
C 3.14 -3.90 3.84
C 3.50 -4.19 5.09
N 1.98 -2.40 2.27
C 2.59 -2.85 1.10
C 1.94 -2.26 0.07
N 0.94 -1.46 0.57
C 0.98 -1.57 1.89
H 2.07 -1.44 6.73
H 1.41 -0.92 4.44
H 3.39 -4.58 3.03
H 4.06 -5.09 5.31
H 3.45 -3.50 1.12
H 2.12 -2.34 -0.98
H 0.33 -1.10 2.60
C -3.60 3.18 -0.40
N -3.55 2.69 -1.75
C -3.97 3.58 -2.80
C -3.12 1.33 -2.06
C -1.86 1.23 -2.92
C -1.98 1.58 -4.27
C -0.89 1.55 -5.12
C 0.33 1.14 -4.61
C 0.44 0.73 -3.29
C -0.64 0.77 -2.41
H -4.62 3.49 -0.18
H -2.97 4.07 -0.31
H -3.27 2.41 0.30
H -4.47 4.45 -2.38
H -4.65 3.06 -3.48
H -3.10 3.90 -3.38
H -3.95 0.87 -2.61
H -3.00 0.81 -1.12
H -2.95 1.86 -4.67
H -1.00 1.83 -6.15
H 1.20 1.10 -5.26
H 1.39 0.36 -2.94
C -1.88 -2.15 -4.26
As -0.58 -2.98 -3.12
C -1.30 -4.56 -2.32
C 0.92 -3.47 -4.19
O -0.03 -1.90 -1.95
H -2.13 -2.83 -5.08
H -1.44 -1.24 -4.66
H -2.78 -1.93 -3.70
H -1.78 -5.16 -3.09
H -2.02 -4.29 -1.55
H -0.48 -5.12 -1.87
H 0.62 -4.20 -4.94
H 1.69 -3.91 -3.55
H 1.31 -2.58 -4.68
```